--- 1 ---
Formula: C4H7NO
Source: OMol25
Level of theory: ωB97M-V/def2-TZVPD

Each line ends with the natural charge from an NBO analysis.
Positions of all 13 atoms, in Å:
C -2.01 -1.04 0.03  -0.341
C -1.91 0.36 -0.01  -0.270
C -0.67 1.26 0.10  -0.008
N 0.61 1.12 0.05  -0.111
O 1.05 -0.16 0.02  -0.397
C 2.42 -0.35 -0.03  -0.251
H -1.22 -1.74 0.33  0.213
H -2.95 -1.55 -0.19  0.199
H -2.76 1.07 -0.14  0.217
H -0.90 2.35 -0.08  0.194
H 2.45 -1.36 -0.39  0.195
H 2.85 0.48 -0.67  0.194
H 3.03 -0.44 0.98  0.167

Summary:
Kohn-Sham gap in eV: 9.38
Molecular weight in g mol⁻¹: 85.11
HOMO level in eV: -8.962
Net charge: 0
SMILES: C=C/C=N\OC

=====

--- 2 ---
Formula: C4H7NO
Source: OMol25
Level of theory: ωB97M-V/def2-TZVPD

Each line ends with the natural charge from an NBO analysis.
Positions of all 13 atoms, in Å:
C 1.16 0.04 0.81  -0.627
C -0.21 0.81 0.87  -0.415
C -1.10 0.23 -0.12  -0.229
N -0.27 -0.27 -1.19  -0.599
C -0.11 -0.91 -2.25  0.879
O 0.03 -1.66 -3.14  -0.519
H 1.80 0.33 1.65  0.223
H 0.86 -1.18 1.03  0.161
H 1.45 -0.20 -0.31  0.263
H -0.71 0.56 1.77  0.211
H 0.30 1.92 0.82  0.206
H -1.88 1.01 -0.39  0.231
H -1.32 -0.69 0.45  0.217

Summary:
Kohn-Sham gap in eV: 10.84
Molecular weight in g mol⁻¹: 85.11
HOMO level in eV: -10.065
Net charge: 0
SMILES: CCCN=C=O

=====

Tell me which of them is the least stable. Sure, it is 1.

=====

--- 1 ---
Formula: C4H7NO
Source: OMol25
Level of theory: ωB97M-V/def2-TZVPD

Each line ends with the natural charge from an NBO analysis.
Positions of all 13 atoms, in Å:
C -2.47 -0.04 0.14  -0.323
C -1.29 0.50 -0.14  -0.332
C 0.01 -0.43 -0.27  0.566
O 0.00 -1.61 -0.42  -0.518
C 1.12 0.49 0.08  -0.345
N 2.47 -0.28 0.13  -0.835
H -2.55 -1.09 0.37  0.206
H -3.40 0.50 0.04  0.200
H -1.20 1.55 -0.39  0.205
H 1.00 0.92 1.07  0.235
H 1.24 1.26 -0.68  0.225
H 2.42 -1.01 0.83  0.357
H 2.63 -0.76 -0.76  0.358

Summary:
Kohn-Sham gap in eV: 9.86
Molecular weight in g mol⁻¹: 85.11
HOMO level in eV: -9.324
Net charge: 0
SMILES: C=CC(=O)CN

=====

--- 2 ---
Formula: C4H7NO
Source: OMol25
Level of theory: ωB97M-V/def2-TZVPD

Each line ends with the natural charge from an NBO analysis.
Positions of all 13 atoms, in Å:
O 0.13 2.73 -1.47  -0.600
C 0.39 1.64 -1.02  0.531
N -0.48 0.59 -0.96  -0.623
C -0.12 -0.65 -0.34  -0.070
C -0.72 -1.08 0.98  -0.421
C 0.67 -0.53 0.93  -0.425
H 1.38 1.38 -0.59  0.110
H -1.34 0.68 -1.48  0.405
H 0.12 -1.46 -1.02  0.201
H -1.49 -0.47 1.44  0.225
H -0.83 -2.15 1.12  0.219
H 1.53 -1.16 1.08  0.224
H 0.78 0.48 1.33  0.223

Summary:
Kohn-Sham gap in eV: 10.70
Molecular weight in g mol⁻¹: 85.11
HOMO level in eV: -9.659
Net charge: 0
SMILES: O=CNC1CC1

=====

--- 3 ---
Formula: C4H7NO
Source: OMol25
Level of theory: ωB97M-V/def2-TZVPD

Each line ends with the natural charge from an NBO analysis.
Positions of all 13 atoms, in Å:
C 1.28 -0.30 -1.07  -0.411
N 0.40 -0.32 0.07  -0.404
C -1.02 -0.64 -0.04  -0.330
C -1.10 0.01 1.35  0.627
O -1.73 -0.12 2.35  -0.498
C 0.06 0.87 0.82  -0.330
H 0.96 0.40 -1.87  0.169
H 2.28 -0.02 -0.73  0.207
H 1.34 -1.31 -1.49  0.207
H -1.53 0.15 -0.66  0.164
H -1.30 -1.66 -0.31  0.217
H 0.84 1.33 1.43  0.217
H -0.48 1.59 0.16  0.165

Summary:
Kohn-Sham gap in eV: 10.23
Molecular weight in g mol⁻¹: 85.11
HOMO level in eV: -9.298
Net charge: 0

=====

--- 4 ---
Formula: C4H7NO
Source: OMol25
Level of theory: ωB97M-V/def2-TZVPD

Each line ends with the natural charge from an NBO analysis.
Positions of all 13 atoms, in Å:
O -2.36 -0.70 0.38  -0.863
C -0.84 0.28 -0.34  -0.008
C 0.04 1.25 0.48  -0.458
C 1.18 0.43 -0.14  -0.044
N 1.15 -0.87 0.51  -0.576
C 0.24 -0.64 -0.63  -0.181
H -1.71 -1.33 0.70  0.462
H -1.93 -0.01 -0.63  0.394
H 0.05 1.20 1.57  0.241
H -0.05 2.29 0.15  0.230
H 2.03 0.80 -0.69  0.222
H 1.92 -1.43 0.14  0.361
H 0.28 -1.28 -1.51  0.221

Summary:
Kohn-Sham gap in eV: 9.76
Molecular weight in g mol⁻¹: 85.11
HOMO level in eV: -8.954
Net charge: 0

=====

Tell me which of them is the least stable. Sure, it is 4.

=====

--- 1 ---
Formula: C4H7NO
Source: OMol25
Level of theory: ωB97M-V/def2-TZVPD

Each line ends with the natural charge from an NBO analysis.
Positions of all 13 atoms, in Å:
C -1.77 -0.13 -0.09  -0.617
C -0.33 -0.16 0.37  -0.162
N 0.67 -0.93 -0.41  -0.608
C 1.70 0.12 -0.24  -0.341
C 0.53 1.06 0.07  0.606
O 0.32 2.24 -0.05  -0.504
H -2.26 -1.10 0.01  0.216
H -1.82 0.18 -1.14  0.221
H -2.32 0.61 0.51  0.224
H -0.27 -0.38 1.45  0.192
H 0.92 -1.83 -0.02  0.362
H 2.33 0.33 -1.11  0.215
H 2.32 0.01 0.66  0.196

Summary:
Kohn-Sham gap in eV: 10.43
Molecular weight in g mol⁻¹: 85.11
HOMO level in eV: -9.671
Net charge: 0
SMILES: C[C@H]1NCC1=O

=====

--- 2 ---
Formula: C4H7NO
Source: OMol25
Level of theory: ωB97M-V/def2-TZVPD

Each line ends with the natural charge from an NBO analysis.
Positions of all 13 atoms, in Å:
C 1.90 -0.11 0.37  -0.600
C 0.43 -0.53 0.17  -0.517
C -0.11 0.49 -0.80  0.469
O -0.62 1.54 -0.48  -0.560
H 2.31 0.37 -0.53  0.206
H 1.98 0.61 1.18  0.220
H 2.55 -0.97 0.59  0.219
H 0.35 -1.53 -0.25  0.224
H -0.13 -0.50 1.11  0.235
H 0.08 0.25 -1.86  0.108
C -2.94 0.18 0.15  0.091
N -2.77 -0.95 0.29  -0.345
H -3.04 1.24 0.01  0.249

Summary:
Kohn-Sham gap in eV: 10.99
Molecular weight in g mol⁻¹: 85.11
HOMO level in eV: -10.008
Net charge: 0
SMILES: CCC=O.C#N

=====

--- 3 ---
Formula: C4H7NO
Source: OMol25
Level of theory: ωB97M-V/def2-TZVPD

Each line ends with the natural charge from an NBO analysis.
Positions of all 13 atoms, in Å:
H -2.43 -0.86 1.17  0.324
N -2.43 -1.18 0.12  -0.577
C -1.24 -1.11 -0.37  0.117
C -0.04 -0.65 0.22  -0.496
C 0.45 0.70 -0.26  -0.514
C 0.05 1.82 0.59  0.426
O -0.04 1.87 1.79  -0.518
H -1.14 -1.53 -1.33  0.163
H -0.13 -0.47 1.38  0.232
H 0.70 -1.41 0.25  0.234
H 1.60 0.56 -0.16  0.265
H 0.12 0.98 -1.34  0.229
H -0.17 2.77 0.10  0.114

Summary:
Kohn-Sham gap in eV: 10.79
Molecular weight in g mol⁻¹: 85.11
HOMO level in eV: -10.149
Net charge: 0
SMILES: [H]/N=C\CCC=O

=====

Tell me which of them is the least stable. Sure, it is 3.

=====

--- 1 ---
Formula: C4H7NO
Source: OMol25
Level of theory: ωB97M-V/def2-TZVPD

Each line ends with the natural charge from an NBO analysis.
Positions of all 13 atoms, in Å:
C -0.68 1.25 -1.01  -0.402
N -0.08 0.11 -0.29  -0.216
C -0.21 -1.05 -0.89  -0.252
C 0.33 0.28 0.99  -0.254
C 0.98 -0.81 1.66  0.334
O 1.15 -0.92 2.87  -0.571
H -0.74 1.00 -2.07  0.218
H -0.12 2.17 -0.85  0.216
H -1.69 1.34 -0.63  0.223
H -0.27 -1.95 -0.30  0.205
H -0.25 -1.07 -1.97  0.190
H 0.21 1.24 1.47  0.211
H 1.35 -1.60 0.97  0.099

Summary:
Kohn-Sham gap in eV: 7.72
Molecular weight in g mol⁻¹: 85.11
HOMO level in eV: -7.664
Net charge: 0

=====

--- 2 ---
Formula: C4H7NO
Source: OMol25
Level of theory: ωB97M-V/def2-TZVPD

Each line ends with the natural charge from an NBO analysis.
Positions of all 13 atoms, in Å:
C -1.71 -0.35 0.26  -0.388
C -0.77 -0.85 -0.53  -0.188
C 0.29 0.02 -1.14  -0.298
N 1.43 -0.11 -0.21  -0.143
C 1.17 0.50 1.04  0.042
O 1.99 1.21 0.16  -0.383
H -2.33 -0.96 0.90  0.206
H -1.87 0.73 0.32  0.190
H -0.60 -1.93 -0.58  0.209
H 0.62 -0.31 -2.13  0.213
H -0.04 1.07 -1.21  0.201
H 0.18 0.93 1.22  0.165
H 1.63 0.03 1.91  0.174

Summary:
Kohn-Sham gap in eV: 10.71
Molecular weight in g mol⁻¹: 85.11
HOMO level in eV: -9.588
Net charge: 0
SMILES: C=CCN1CO1

=====

--- 3 ---
Formula: C4H7NO
Source: OMol25
Level of theory: ωB97M-V/def2-TZVPD

Each line ends with the natural charge from an NBO analysis.
Positions of all 13 atoms, in Å:
C 1.58 0.75 -0.15  -0.257
N 1.55 -0.69 0.14  -0.587
C 0.51 -0.10 -0.70  -0.114
C -0.91 0.18 -0.35  0.045
C -1.74 -0.67 0.51  -0.108
O -1.18 0.56 0.99  -0.497
H 1.24 1.38 0.67  0.198
H 2.42 1.09 -0.73  0.195
H 1.40 -0.67 1.14  0.359
H 0.64 -0.39 -1.75  0.207
H -1.42 0.80 -1.10  0.189
H -2.82 -0.67 0.39  0.185
H -1.30 -1.57 0.93  0.186

Summary:
Kohn-Sham gap in eV: 10.80
Molecular weight in g mol⁻¹: 85.11
HOMO level in eV: -9.643
Net charge: 0
SMILES: C1N[C@H]1[C@H]1CO1

=====

Tell me which of them is the least stable. Sure, it is 2.

=====

--- 1 ---
Formula: C4H7NO
Source: OMol25
Level of theory: ωB97M-V/def2-TZVPD

Each line ends with the natural charge from an NBO analysis.
Positions of all 13 atoms, in Å:
C 1.12 -1.17 0.73  -0.676
C 0.24 -0.15 0.05  0.401
C -1.19 -0.54 -0.17  -0.700
N 0.78 0.96 -0.27  -0.518
C 0.04 2.06 -0.72  0.525
O -0.95 2.50 -0.17  -0.561
H 2.02 -1.36 0.14  0.243
H 0.60 -2.11 0.92  0.214
H 1.45 -0.75 1.69  0.243
H -1.23 -1.45 -0.77  0.228
H -1.64 -0.78 0.81  0.239
H -1.79 0.24 -0.63  0.244
H 0.51 2.56 -1.58  0.117

Summary:
Kohn-Sham gap in eV: 10.47
Molecular weight in g mol⁻¹: 85.11
HOMO level in eV: -9.719
Net charge: 0
SMILES: CC(C)=NC=O

=====

--- 2 ---
Formula: C4H7NO
Source: OMol25
Level of theory: ωB97M-V/def2-TZVPD

Each line ends with the natural charge from an NBO analysis.
Positions of all 13 atoms, in Å:
C 1.84 -0.76 -2.39  0.287
C 0.79 0.54 1.47  -0.120
C -0.14 0.68 0.29  0.062
C -1.53 0.24 0.43  -0.659
N 1.25 -1.67 -2.73  -0.718
O 0.48 1.78 0.88  -0.484
H 0.13 0.47 -0.69  0.185
H 0.33 0.56 2.46  0.169
H 1.86 0.22 1.54  0.187
H -1.79 -0.41 1.25  0.215
H -2.06 -0.17 -0.42  0.217
H -2.06 1.09 0.71  0.227
H 0.90 -2.56 -2.78  0.433

Summary:
Kohn-Sham gap in eV: 10.93
Molecular weight in g mol⁻¹: 85.11
HOMO level in eV: -9.954
Net charge: 0

=====

Tell me which of them is the least stable. Sure, it is 2.

=====

--- 1 ---
Formula: C4H7NO
Source: OMol25
Level of theory: ωB97M-V/def2-TZVPD

Each line ends with the natural charge from an NBO analysis.
Positions of all 13 atoms, in Å:
C -1.35 1.17 -1.32  -0.494
C -0.73 0.48 -0.36  0.397
N -0.68 -0.93 -0.28  -0.405
C 0.10 -1.21 0.69  0.093
C 0.65 0.02 1.37  -0.145
O 0.00 1.06 0.65  -0.488
H -1.92 0.65 -2.06  0.222
H -1.28 2.25 -1.38  0.216
H 0.37 -2.23 0.95  0.203
H 1.74 0.10 1.25  0.201
H 0.40 0.07 2.43  0.203
H 2.34 -0.43 -1.39  0.004
H 1.80 -0.92 -1.23  -0.008

Summary:
Kohn-Sham gap in eV: 9.45
Molecular weight in g mol⁻¹: 85.11
HOMO level in eV: -8.639
Net charge: 0
SMILES: C=C1N=CCO1.[H][H]

=====

--- 2 ---
Formula: C4H7NO
Source: OMol25
Level of theory: ωB97M-V/def2-TZVPD

Each line ends with the natural charge from an NBO analysis.
Positions of all 13 atoms, in Å:
N 1.99 -0.30 -0.38  -0.840
C 1.09 0.62 0.13  0.562
O 1.26 1.82 0.05  -0.605
C -0.07 0.07 0.89  -0.104
C -1.23 -0.71 -0.38  -0.550
C -1.35 0.60 0.42  -0.463
H 2.06 -1.18 0.09  0.391
H 2.87 0.11 -0.67  0.398
H -0.33 -1.26 0.10  0.277
H -1.02 -0.57 -1.44  0.241
H -2.02 -1.43 -0.17  0.251
H -2.18 0.60 1.13  0.213
H -1.33 1.49 -0.21  0.230

Summary:
Kohn-Sham gap in eV: 9.37
Molecular weight in g mol⁻¹: 85.11
HOMO level in eV: -8.662
Net charge: 0

=====

Tell me which of them is the least stable. Sure, it is 2.

=====

--- 1 ---
Formula: C4H7NO
Source: OMol25
Level of theory: ωB97M-V/def2-TZVPD

Each line ends with the natural charge from an NBO analysis.
Positions of all 13 atoms, in Å:
O -2.65 -1.01 0.36  -0.572
C -1.51 -1.02 -0.05  0.237
C -0.49 0.82 0.91  -0.332
N 0.54 0.71 0.09  -0.193
C 1.00 0.73 -1.12  -0.166
C 1.75 -0.09 -0.16  -0.210
H -0.73 -1.70 0.37  0.098
H -0.41 0.47 1.93  0.215
H -1.31 1.45 0.60  0.217
H 0.71 1.04 -2.11  0.237
H -1.18 -0.52 -0.99  0.100
H 1.62 -1.18 -0.10  0.184
H 2.68 0.28 0.28  0.186

Summary:
Kohn-Sham gap in eV: 8.40
Molecular weight in g mol⁻¹: 85.11
HOMO level in eV: -7.556
Net charge: 0

=====

--- 2 ---
Formula: C4H7NO
Source: OMol25
Level of theory: ωB97M-V/def2-TZVPD

Each line ends with the natural charge from an NBO analysis.
Positions of all 13 atoms, in Å:
C 2.04 -0.30 0.16  -0.686
C 0.62 0.09 0.23  0.544
N 0.07 1.23 0.03  -0.473
C -1.35 0.93 -0.12  -0.274
C -1.39 -0.61 -0.04  -0.100
O -0.10 -1.08 0.31  -0.494
H 2.52 -0.44 1.12  0.236
H 2.41 0.72 -0.33  0.234
H 2.43 -1.10 -0.47  0.245
H -1.93 1.40 0.67  0.195
H -1.72 1.30 -1.09  0.206
H -1.50 -1.08 -1.13  0.170
H -2.09 -1.06 0.65  0.196

Summary:
Kohn-Sham gap in eV: 10.44
Molecular weight in g mol⁻¹: 85.11
HOMO level in eV: -9.441
Net charge: 0
SMILES: CC1=NCCO1

=====

Tell me which of them is the least stable. Sure, it is 1.